Density functional theory data (ωB97M-V/def2-TZVPD) for the ion C5H13NO with charge +1 in a non-equilibrium geometry.

```
20
Properties=species:S:1:pos:R:3
C 1.07 -1.66 -1.19
O 0.52 -0.72 -2.13
C 1.25 -1.00 0.27
C -0.25 -0.88 0.67
C -0.79 0.26 -0.14
C -1.44 1.61 0.49
N -0.44 2.46 1.17
H 0.31 -2.51 -1.16
H 2.11 -2.07 -1.75
H 1.36 -0.08 -2.19
H 1.88 -1.59 0.92
H 1.60 0.02 0.18
H -0.90 -1.87 0.41
H -0.12 -0.84 1.80
H -0.04 0.86 -0.82
H -1.45 -0.33 -0.80
H -1.96 2.16 -0.30
H -2.21 1.37 1.14
H 0.35 1.76 1.53
H -0.86 3.02 1.92
```

Output
Spin multiplicity ... 2
Relative energy (zero: lowest compared OMol25 entry of this formula, charge and spin) ... 105.7 kcal per mole
⟨S²⟩ ... 0.756
HOMO level (alpha / beta) ... -14.4 / -13.0 eV
Charge ... +1
Molecular weight ... 103.2 Da
Total energy ... -8921.1667 eV
LUMO level (alpha / beta) ... -2.856 / -9.045 eV

Mulliken population analysis, charges in e, atoms 1 to 2: -0.554 -0.434